P | {"formula": "C3H3IO2", "method": "the ωB97M-V functional and the def2-TZVPD basis", "elements": ["C", "C", "C", "O", "O", "I", "H", "H", "H"], "coordinates": [[-1.11150, -0.34017, 0.13618], [-2.32652, 0.09322, -0.05487], [0.07909, 0.61320, 0.09878], [-1.74800, 2.09675, -0.16747], [-0.44566, 1.91680, 0.24176], [-4.29597, -0.11820, -0.01171], [-0.71184, -1.44573, 0.37662], [0.65563, 0.48836, 0.94636], [0.70674, 0.45337, -0.82495]], "nbo_charge": [-0.322, -0.042, -0.084, -0.298, -0.273, 0.371, 0.265, 0.199, 0.183], "multiplicity": 1, "total_charge": 0}


Q | {"formula": "C3H3IO2", "method": "the ωB97M-V functional and the def2-TZVPD basis", "elements": ["C", "C", "C", "O", "O", "I", "H", "H", "H"], "coordinates": [[0.16498, 0.64594, 0.63624], [1.40872, 0.92136, 0.59527], [-0.68327, -0.12765, -0.57947], [-0.63253, -2.17424, 0.29328], [-1.38882, -1.13753, 0.02242], [3.17495, 0.84924, -0.41437], [-0.43223, 0.90537, 1.50470], [-1.50689, 0.53242, -0.60895], [-0.10490, -0.41493, -1.44911]], "nbo_charge": [-0.378, -0.129, -0.100, -0.164, -0.144, 0.251, 0.242, 0.207, 0.216], "multiplicity": 1, "total_charge": 0}


R | {"formula": "C3H3IO2", "method": "the ωB97M-V functional and the def2-TZVPD basis", "elements": ["C", "C", "C", "O", "O", "I", "H", "H", "H"], "coordinates": [[0.26373, -0.09769, -0.21161], [-2.24616, 0.31818, -0.06284], [-0.81574, 0.55744, 0.15621], [1.30763, -0.61410, -0.26372], [-1.63898, 1.57357, -0.23135], [4.96199, -0.62648, 0.00735], [-2.50469, -0.11340, -0.90111], [-2.94046, 0.35407, 0.87801], [3.61267, -1.35158, 0.62906]], "nbo_charge": [0.638, -0.048, -0.093, -0.448, -0.419, -0.117, 0.178, 0.193, 0.117], "smiles": "O=C=C1CO1.I", "multiplicity": 1, "total_charge": 0}


Quick ranking, most stable first: R, P, Q.


P | {"formula": "C3H3N3O3S", "method": "the ωB97M-V functional and the def2-TZVPD basis", "elements": ["C", "C", "C", "N", "N", "N", "O", "O", "O", "S", "H", "H", "H"], "coordinates": [[0.47073, -0.82780, -0.62888], [-1.31679, 2.08136, -1.30671], [0.97581, -0.49424, 0.70855], [-0.20774, 0.07290, -1.19669], [-0.42610, 1.23499, -0.65481], [0.46982, -1.56750, 1.53504], [1.21941, -2.19484, 2.25931], [-1.83060, 3.02188, -0.81384], [-0.66834, -1.75922, 1.39451], [0.15555, 1.34114, 1.06946], [0.69768, -1.86163, -1.02038], [-1.59511, 1.64650, -2.22509], [2.05569, -0.69353, 0.87953]], "nbo_charge": [-0.026, 0.535, -0.235, -0.169, -0.365, 0.503, -0.381, -0.530, -0.337, 0.368, 0.237, 0.144, 0.254], "smiles": "O=CN1N=C[C@H]([N+](=O)[O-])S1", "multiplicity": 1, "total_charge": 0}


Q | {"formula": "C3H3N3O3S", "method": "the ωB97M-V functional and the def2-TZVPD basis", "elements": ["C", "C", "C", "N", "N", "N", "O", "O", "O", "S", "H", "H", "H"], "coordinates": [[1.01453, 1.81352, -0.47349], [1.33362, 1.97260, -1.95558], [2.70704, 1.59187, -2.34430], [0.08989, 1.21376, 0.11466], [3.80265, 1.36933, -2.58908], [-0.77700, -1.16980, 0.15303], [0.60539, 2.55665, -2.71013], [-2.34382, 0.70979, -0.42419], [-0.57277, 0.04164, -2.03556], [-1.03834, 0.22825, -0.69163], [1.67904, 2.41254, 0.15365], [-0.15914, -1.79618, -0.33426], [-1.62365, -1.61313, 0.46221]], "nbo_charge": [0.105, 0.434, 0.157, -0.607, -0.216, -1.065, -0.395, -0.895, -0.944, 2.393, 0.209, 0.409, 0.416], "smiles": "N#CC(=O)/C=N\\S(N)(=O)=O", "multiplicity": 1, "total_charge": 0}


Quick ranking, most stable first: Q, P.


P | {"formula": "C4H6N4O2S", "method": "the ωB97M-V functional and the def2-TZVPD basis", "elements": ["C", "C", "C", "C", "N", "N", "N", "N", "O", "O", "S", "H", "H", "H", "H", "H", "H"], "coordinates": [[-0.91399, 2.03594, 1.16362], [0.34074, 2.33992, 0.57424], [-1.24872, 0.81857, 0.65904], [-0.16847, -0.71892, -0.83465], [0.74156, 1.38344, -0.21506], [-0.21803, 0.44447, -0.18337], [2.06587, -1.15872, -1.28765], [-0.79914, -1.69430, -1.18287], [3.35663, -1.86693, -3.29167], [1.76564, -3.45073, -2.15588], [2.00026, -1.92647, -2.79178], [-1.47018, 2.63395, 1.85478], [0.93712, 3.21932, 0.71010], [-2.09654, 0.18365, 0.81530], [2.37596, -0.19897, -1.36120], [-1.79318, -1.87197, -1.13920], [1.20877, -3.38192, -1.38007]], "nbo_charge": [-0.302, -0.005, -0.020, 0.715, -0.213, -0.298, -0.948, -0.658, -0.934, -0.900, 1.591, 0.243, 0.225, 0.229, 0.378, 0.405, 0.492], "multiplicity": 1, "total_charge": 0}


Q | {"formula": "C4H6N4O2S", "method": "the ωB97M-V functional and the def2-TZVPD basis", "elements": ["C", "C", "C", "C", "N", "N", "N", "N", "O", "O", "S", "H", "H", "H", "H", "H", "H"], "coordinates": [[2.30596, -1.52903, -1.31200], [-2.16584, 0.11846, 1.04661], [0.87232, -1.10798, -1.61560], [-2.04922, 1.65113, 1.11344], [2.85999, -0.60505, -0.64437], [-1.02419, -0.34214, 1.16145], [2.04222, 0.45180, -0.51898], [-0.09983, 0.50448, 1.35790], [0.87759, 0.22092, -1.26492], [-0.79513, 1.89876, 1.47757], [1.51234, 0.53312, 1.47974], [2.74429, -2.49678, -1.53677], [-3.07050, -0.41877, 1.01670], [0.72043, -1.19915, -2.71712], [0.11773, -1.67574, -0.98790], [-2.11959, 2.00773, 0.09870], [-2.72857, 1.98824, 1.84554]], "nbo_charge": [0.026, 0.022, -0.162, -0.140, -0.248, -0.194, -0.060, -0.204, -0.379, -0.403, 0.547, 0.212, 0.209, 0.205, 0.198, 0.178, 0.192], "smiles": "C1=NN(SN2N=CCO2)OC1", "multiplicity": 1, "total_charge": 0}


Quick ranking, most stable first: P, Q.


P | {"formula": "C4H12N3O", "method": "the ωB97M-V functional and the def2-TZVPD basis", "elements": ["C", "C", "C", "C", "N", "N", "N", "O", "H", "H", "H", "H", "H", "H", "H", "H", "H", "H", "H", "H"], "coordinates": [[0.02759, 1.85516, -0.43756], [2.43492, -0.63678, 0.75689], [-2.38117, -1.17105, -0.17328], [0.03538, -0.83535, 0.16516], [-0.86182, 2.72995, -0.09408], [1.20127, -1.29941, 0.42025], [-0.97049, -1.66735, -0.08914], [0.95571, 2.40610, -1.25707], [2.82041, -1.11686, 1.63733], [3.02635, -0.65353, -0.13667], [2.37110, 0.33867, 1.13591], [-2.47882, -0.25732, 0.55240], [-2.62842, -0.83987, -1.20858], [-3.14025, -1.92313, 0.12702], [0.02395, 0.29291, 0.18079], [-1.58869, 2.35101, 0.52088], [-0.92047, 3.67336, -0.33298], [1.18582, -2.26982, 0.10256], [1.57667, 1.69479, -1.73336], [-0.68906, -2.67146, -0.13645]], "nbo_charge": [0.303, -0.424, -0.416, 0.322, -0.746, -0.498, -0.555, -0.685, 0.236, 0.218, 0.237, 0.212, 0.223, 0.245, 0.228, 0.403, 0.405, 0.383, 0.509, 0.401], "multiplicity": 1, "total_charge": 1}


Q | {"formula": "C4H12N3O", "method": "the ωB97M-V functional and the def2-TZVPD basis", "elements": ["C", "C", "C", "C", "N", "N", "N", "O", "H", "H", "H", "H", "H", "H", "H", "H", "H", "H", "H", "H"], "coordinates": [[0.53434, 1.61368, 0.87163], [-0.17143, -0.82558, 1.56009], [-0.36455, 0.08110, -0.78882], [0.37306, 0.13909, 0.46297], [2.09072, -0.10083, 0.17239], [-1.71023, 0.38657, -0.71708], [-0.04135, -1.23220, -1.51132], [2.34756, -0.28820, -0.94157], [0.38993, 1.74656, 1.96100], [1.51269, 1.98986, 0.64114], [-0.21115, 2.27683, 0.36281], [-1.30030, -0.74043, 1.50038], [0.39360, -0.74960, 2.52616], [0.07872, -1.91551, 1.35724], [0.21450, 0.92403, -1.36146], [-2.24718, 1.05812, -1.35429], [-2.11052, 0.16212, 0.11291], [-0.11501, -2.02267, -0.87111], [1.04154, -1.10726, -1.78906], [-0.70494, -1.39569, -2.19401]], "nbo_charge": [-0.646, -0.662, 0.063, 0.003, 0.263, -0.843, -0.723, -0.271, 0.250, 0.242, 0.238, 0.224, 0.275, 0.217, 0.226, 0.436, 0.382, 0.427, 0.462, 0.437], "smiles": "CC(C)(N=O)[C@H](N)[NH3+]", "multiplicity": 1, "total_charge": 1}


Quick ranking, most stable first: P, Q.


P | {"formula": "C4H10FN", "method": "the ωB97M-V functional and the def2-TZVPD basis", "elements": ["C", "C", "C", "C", "H", "H", "H", "H", "H", "H", "H", "H", "H", "H", "N", "F"], "coordinates": [[-2.32574, 0.03323, -0.27143], [-0.85211, -0.51581, -0.41151], [0.34697, 0.38599, 0.21918], [1.53756, -0.78195, 0.48445], [-2.46527, 0.02834, 0.80320], [-2.00471, 1.09358, -0.50694], [-3.07157, -0.55789, -0.59710], [-0.94887, -0.90652, -1.50573], [-0.44719, -1.38045, 0.13710], [-0.03310, 0.51689, 1.17812], [2.03799, 1.18100, -0.95727], [1.63065, 1.96701, 0.60752], [0.96749, -1.62932, 0.75892], [2.28635, -0.32085, 1.24199], [1.17622, 1.54608, -0.38240], [2.16536, -0.65934, -0.79809]], "nbo_charge": [-0.628, -0.407, -0.055, 0.021, 0.190, 0.240, 0.219, 0.215, 0.183, 0.177, 0.395, 0.343, 0.170, 0.170, -0.847, -0.386], "smiles": "CC[C@H](N)CF", "multiplicity": 1, "total_charge": 0}


Q | {"formula": "C4H10FN", "method": "the ωB97M-V functional and the def2-TZVPD basis", "elements": ["C", "C", "C", "C", "N", "F", "H", "H", "H", "H", "H", "H", "H", "H", "H", "H"], "coordinates": [[-2.03653, -0.56503, 1.24958], [-0.06460, -0.24360, -1.68581], [1.87140, -0.14214, 0.47814], [-0.27237, 0.65063, -0.45958], [0.81405, 0.82210, 0.36014], [-1.10567, 1.83256, -0.59419], [-1.51752, 0.21558, 1.80776], [-3.09438, -0.40561, 1.08198], [-1.87861, -1.56920, 1.38223], [0.90524, -0.07221, -2.22556], [-0.98251, -0.07622, -2.25343], [0.12704, -1.22004, -1.32867], [2.54474, 0.33234, 1.16705], [1.35149, -1.03975, 0.81354], [2.42009, -0.23137, -0.50854], [0.91813, 1.71195, 0.71536]], "nbo_charge": [-0.639, -0.715, -0.411, 0.604, -0.650, -0.380, 0.174, 0.167, 0.156, 0.203, 0.249, 0.232, 0.217, 0.211, 0.188, 0.395], "multiplicity": 1, "total_charge": 0}


Quick ranking, most stable first: P, Q.


P | {"formula": "CHNO2S", "method": "the ωB97M-V functional and the def2-TZVPD basis", "elements": ["C", "N", "O", "O", "S", "H"], "coordinates": [[-0.33211, -0.20423, 0.47439], [0.19450, 0.58177, -0.65495], [-0.25201, 1.69716, -0.85624], [0.98374, -0.01324, -1.34475], [-1.80532, -0.79897, 0.45454], [1.21120, -1.26249, 1.92701]], "nbo_charge": [-0.111, 0.439, -0.336, -0.325, 0.278, 0.054], "multiplicity": 1, "total_charge": 0}


Q | {"formula": "CHNO2S", "method": "the ωB97M-V functional and the def2-TZVPD basis", "elements": ["C", "N", "O", "O", "S", "H"], "coordinates": [[-0.07594, -1.57603, -0.40743], [-0.21312, -0.48764, -0.88636], [0.25520, -2.68371, -0.27981], [-0.51969, 0.71083, -0.74324], [0.62818, 2.29498, 0.72620], [-0.07463, 1.74158, 1.59064]], "nbo_charge": [0.764, -0.142, -0.462, -0.274, 0.033, 0.080], "multiplicity": 1, "total_charge": 0}


Quick ranking, most stable first: Q, P.